Record 1
17
Properties=species:S:1:pos:R:3:mulliken_charge:R:1 method="wB97M-V/def2-TZVPD" e_above_lowest_kcal_mol=51.11 lumo_ev=-3.21 largest_force_ev_per_a=4.15 smiles=C[C@@H]1C[NH2+]CN1 energy_ev=-7298.73153 spin_multiplicity=1 charge=+1
C -2.013 0.649 -0.586 -1.379
C -0.524 0.435 -0.387 0.192
C 0.144 -0.924 -0.698 -0.576
N 1.495 -0.778 -0.108 -0.272
C 1.232 0.377 1.214 -0.542
N -0.104 0.610 1.213 -0.360
H -2.505 -0.289 -0.227 0.330
H -2.271 0.698 -1.667 0.360
H -2.311 1.507 -0.114 0.428
H 0.130 1.248 -0.762 0.297
H -0.277 -1.762 -0.126 0.384
H 0.213 -1.032 -1.729 0.409
H 1.795 -1.818 -0.049 0.345
H 2.131 -0.252 -0.640 0.305
H 1.777 1.171 0.738 0.380
H 1.813 0.118 2.105 0.378
H -0.725 0.041 1.826 0.319

***

Record 2
31
Properties=species:S:1:pos:R:3:mulliken_charge:R:1 method="wB97M-V/def2-TZVPD" e_above_lowest_kcal_mol=75.84 lumo_ev=-2.95 largest_force_ev_per_a=3.04 smiles=CN[NH2+][C@H](OC)c1ccc(OC)cc1 energy_ev=-17711.74680 spin_multiplicity=1 charge=+1
C -3.252 2.755 4.916 -0.878
N -2.383 1.867 4.180 -0.284
N -2.798 0.554 3.852 -0.202
C -2.377 0.527 2.241 -0.069
O -3.007 -0.533 1.649 -0.329
C -4.448 -0.395 1.559 -0.676
C -0.890 0.454 2.024 -0.023
C -0.091 1.609 1.816 -0.315
C 1.268 1.513 1.648 -0.709
C 1.881 0.233 1.619 0.823
O 3.226 0.190 1.482 -0.431
C 3.933 -1.093 1.511 -0.781
C 1.082 -0.928 1.704 -0.279
C -0.277 -0.801 1.885 -0.765
H -2.956 3.783 4.620 0.314
H -4.318 2.624 4.624 0.326
H -3.126 2.623 6.008 0.305
H -1.376 1.974 4.119 0.251
H -3.628 0.346 4.449 0.430
H -2.089 -0.114 4.240 0.377
H -2.807 1.513 1.942 0.364
H -4.861 -1.398 1.540 0.269
H -4.871 0.164 2.392 0.317
H -4.627 0.153 0.634 0.287
H -0.554 2.590 1.870 0.479
H 1.912 2.362 1.507 0.474
H 4.993 -0.801 1.500 0.234
H 3.695 -1.660 2.426 0.341
H 3.679 -1.680 0.614 0.337
H 1.499 -1.926 1.595 0.407
H -0.913 -1.675 1.999 0.406

***

Record 3
14
Properties=species:S:1:pos:R:3:mulliken_charge:R:1 method="wB97M-V/def2-TZVPD" e_above_lowest_kcal_mol=82.76 lumo_ev=1.07 largest_force_ev_per_a=1.20 energy_ev=-8832.61405 spin_multiplicity=1
C 0.419 1.967 0.207 -1.111
C -0.003 0.551 0.114 0.621
N -0.737 -0.134 -0.931 -0.820
C -1.117 -0.371 0.483 -0.272
C -0.251 -1.625 0.609 -0.528
C 0.492 -0.746 -0.376 0.470
O 1.404 -1.043 -1.339 -0.544
H 0.910 2.137 1.167 0.275
H -0.458 2.612 0.126 0.294
H 1.118 2.219 -0.598 0.315
H 0.763 -1.092 -2.055 0.382
H -2.096 -0.118 0.857 0.410
H -0.649 -2.541 0.155 0.252
H 0.207 -1.816 1.580 0.256

***

Record 4
18
Properties=species:S:1:pos:R:3:mulliken_charge:R:1 method="wB97M-V/def2-TZVPD" e_above_lowest_kcal_mol=144.51 lumo_ev=0.43 largest_force_ev_per_a=6.63 smiles=Cc1c(O)c(C)[n+]([O-])n1O energy_ev=-14431.47782 spin_multiplicity=1
C 1.432 2.138 -0.035 -1.374
C 0.557 0.892 -0.003 0.560
C 0.895 -0.361 0.248 0.295
O 2.117 -1.003 0.566 -0.578
C -0.492 -1.211 0.008 0.218
C -0.818 -2.608 0.213 -1.103
N -1.311 -0.242 -0.326 0.595
O -2.612 -0.238 -0.503 -0.844
N -0.788 1.004 -0.282 0.267
O -1.627 1.992 -0.588 -0.625
H 1.805 2.280 -1.037 0.266
H 0.914 3.134 0.222 0.315
H 2.239 1.909 0.691 0.416
H 2.666 -0.159 0.634 0.285
H -1.808 -2.867 -0.109 0.351
H -0.039 -3.217 -0.304 0.279
H -0.590 -2.718 1.379 0.218
H -2.538 1.275 -0.774 0.458

***

Record 5
15
Properties=species:S:1:pos:R:3:mulliken_charge:R:1 method="wB97M-V/def2-TZVPD" e_above_lowest_kcal_mol=139.69 lumo_ev=-5.00 largest_force_ev_per_a=7.37 energy_ev=-8736.72414 spin_multiplicity=1 charge=+1
C 2.945 0.952 -0.552 -0.210
C -2.110 -0.143 -0.300 0.472
C -3.188 0.749 -0.528 -0.816
C 0.475 -1.495 1.336 -0.180
N -1.225 -0.727 0.165 0.760
N 2.516 -0.191 -0.387 -0.391
N -0.460 -1.628 0.452 -0.846
H 3.926 1.393 -0.725 0.278
H 2.085 1.766 -0.543 0.150
H -3.274 1.079 -1.544 0.345
H -2.823 1.721 -0.108 0.294
H -4.071 0.294 -0.090 0.297
H 1.161 -2.306 1.582 0.320
H 3.263 -0.962 -0.510 0.218
H 0.780 -0.502 1.750 0.309

***

Record 6
60
Properties=species:S:1:pos:R:3:mulliken_charge:R:1 method="wB97M-V/def2-TZVPD" lumo_ev="-3.86 / -3.06" largest_force_ev_per_a=0.35 energy_ev=-152565.60967 spin_multiplicity=4 charge=+1
Cr 0.133 2.439 0.110 0.088
C 2.884 -0.450 1.137 -1.675
C 2.968 0.198 -0.247 1.106
O 4.117 -0.310 -0.908 -0.592
P 3.204 1.992 -0.061 0.937
O 3.419 2.633 -1.474 -0.515
O 4.577 2.251 0.660 -0.520
O 2.040 2.636 0.666 -0.468
P 1.390 -0.122 -1.189 0.630
O 1.974 -0.384 -2.651 -0.579
O 0.615 -1.242 -0.632 -0.468
O 0.709 1.262 -1.251 -0.406
H 3.855 -0.372 1.629 0.502
H 2.633 -1.502 1.015 0.351
H 2.127 0.009 1.775 0.297
H 3.891 -0.488 -1.831 0.438
H 4.279 2.480 -1.892 0.357
H 4.601 2.155 1.622 0.351
H 1.572 -1.146 -3.091 0.353
Cl 0.403 4.287 -3.142 -0.160
C 0.012 5.058 -1.651 0.457
C -0.123 4.307 -0.502 -1.086
C -0.443 4.946 0.664 1.230
Cl -0.554 3.843 2.067 -0.174
C -0.652 6.308 0.789 -0.329
Cl -1.054 6.998 2.301 -0.175
C -0.522 7.060 -0.379 0.605
Cl -0.783 8.750 -0.313 -0.149
C -0.192 6.441 -1.594 0.160
Cl -0.050 7.390 -3.013 -0.157
C 2.154 -5.733 1.289 -1.336
C 0.747 -5.265 1.050 0.634
C 0.003 -5.732 -0.028 -0.766
C -1.291 -5.290 -0.260 -0.753
C -1.876 -4.375 0.603 0.185
N -3.210 -3.943 0.369 -0.084
C -3.660 -2.660 0.217 0.256
O -4.834 -2.396 0.056 -0.684
N -2.674 -1.680 0.264 0.178
C -2.882 -0.332 0.015 -0.559
C -4.050 0.268 -0.463 -0.486
C -4.033 1.624 -0.750 -0.950
C -2.879 2.368 -0.588 -0.429
N -1.778 1.792 -0.098 0.290
C -1.792 0.501 0.231 0.047
C -1.162 -3.927 1.710 -0.076
C 0.139 -4.357 1.913 -0.443
H 2.470 -6.444 0.527 0.360
H 2.248 -6.222 2.260 0.333
H 2.855 -4.897 1.275 0.265
H 0.443 -6.451 -0.708 0.328
H -1.845 -5.650 -1.117 0.442
H -3.912 -4.629 0.140 0.296
H -1.708 -1.980 0.245 0.120
H -4.935 -0.330 -0.617 0.575
H -4.922 2.104 -1.132 0.417
H -2.815 3.415 -0.847 0.578
H -0.877 0.064 0.621 0.961
H -1.632 -3.267 2.426 0.454
H 0.680 -4.001 2.782 0.443

***

Record 7
16
Properties=species:S:1:pos:R:3:mulliken_charge:R:1 method="wB97M-V/def2-TZVPD" e_above_lowest_kcal_mol=11.30 lumo_ev=0.72 largest_force_ev_per_a=0.36 smiles="C[C@@H](O)CC(N)=O" energy_ev=-9879.57060 spin_multiplicity=1
C -1.897 -0.112 -0.785 -1.530
C -0.569 0.388 -0.234 0.470
O -0.724 1.555 0.570 -0.555
C 0.118 -0.661 0.655 -0.743
C 1.587 -0.888 0.339 0.464
N 2.325 0.255 0.216 -0.362
O 2.067 -1.997 0.191 -0.630
H -2.576 -0.393 0.027 0.348
H -1.728 -0.987 -1.421 0.376
H -2.383 0.656 -1.399 0.423
H 0.088 0.627 -1.085 0.327
H -1.231 2.202 0.062 0.304
H 0.026 -0.317 1.692 0.367
H -0.371 -1.635 0.583 0.297
H 3.321 0.157 0.093 0.228
H 1.949 1.149 0.494 0.215

***

Record 8
7
Properties=species:S:1:pos:R:3:mulliken_charge:R:1 method="wB97M-V/def2-TZVPD" e_above_lowest_kcal_mol=24.16 lumo_ev=5.22 largest_force_ev_per_a=1.58 energy_ev=-421572.43203 spin_multiplicity=1 charge=-2
Hf 11.106 -9.341 25.224 0.804
Br 12.459 -7.201 26.294 -0.419
Br 13.693 -10.492 24.755 -0.473
Br 11.197 -8.984 22.353 -0.463
Br 8.999 -11.223 24.617 -0.478
Br 11.165 -10.881 27.659 -0.476
Br 8.833 -7.501 25.323 -0.495